This record from OMol25 describes a cluster of 2 separate species, C5H11O in total at a distorted geometry. The level of theory is ωB97M-V/def2-TZVPD.

E_HOMO (alpha / beta) in eV: -14.532 / -14.010
Gap between HOMO and LUMO (alpha / beta) in eV: 8.564 / 8.150
Relative energy (zero: lowest compared OMol25 entry of this formula, charge and spin) in kcal per mole: 112.0
Charge: +1

XYZ file:
```
17
Properties=species:S:1:pos:R:3:forces:R:3
C 0.267823 -0.342690 0.862071 2.1252 0.2283 -0.4006
O 1.044119 0.198480 -1.425963 -0.5619 1.5295 -0.2793
H -0.087699 2.354242 0.051211 0.1395 0.4357 0.4526
C 2.133789 -0.536119 -1.365192 0.5130 -2.9447 0.5664
H -1.551066 1.317064 0.052059 -0.0056 0.6215 -0.2556
H 0.918982 -1.239425 0.790414 -0.7072 0.4094 0.0497
H -1.932188 -0.778479 0.508306 1.6022 -0.0552 1.5590
H -1.487478 0.225434 1.909634 -0.4375 -0.0641 0.7047
C -0.637984 1.593048 -0.478826 -0.0845 -0.9656 -0.9486
H 1.012715 0.419749 1.443121 -2.0772 -1.5407 -0.5614
H -1.490641 -1.183494 -0.900746 0.1247 0.0695 -0.4068
H 2.640656 -0.685220 -2.303738 0.0898 0.4422 -0.1192
H -1.231012 -1.624558 2.045512 0.3414 1.8600 -1.0485
H 2.121525 -1.388184 -0.637697 0.3800 1.1545 -0.5600
H -0.784532 1.942164 -1.494099 -0.3269 0.0920 -0.0844
C 0.218141 0.392554 -0.458549 -0.5368 -0.4738 1.7133
C -1.155149 -0.664566 1.402480 -0.5783 -0.7984 -0.3812
```
Forces are in eV/Å.


This record from OMol25 describes the ion C5H11O with charge +1 at a distorted geometry. The level of theory is ωB97M-V/def2-TZVPD.

E_HOMO (alpha / beta) in eV: -13.367 / -13.365
Gap between HOMO and LUMO (alpha / beta) in eV: 8.838 / 8.823
Relative energy (zero: lowest compared OMol25 entry of this formula, charge and spin) in kcal per mole: 93.0
Charge: +1

XYZ file:
```
17
Properties=species:S:1:pos:R:3:forces:R:3
C 0.365954 1.659973 -1.137436 -1.7416 2.4537 -1.1010
H 1.212413 0.933325 1.153740 -0.5398 -0.2244 -0.7259
H 1.798412 -0.961171 -1.083121 -1.1763 1.1838 0.6896
H -1.487682 -0.514062 1.721839 1.0903 1.1855 0.4644
H 0.189648 -2.775916 0.288472 -0.5849 1.0547 -0.2077
H 0.723666 2.324346 -0.324697 0.0785 -0.6624 -0.6507
C 0.259507 0.453997 0.883540 2.5158 -2.8551 -0.9466
H 1.027445 1.678997 -2.005771 0.1069 -0.8196 0.3268
H -0.625575 2.091683 -1.475886 1.1502 -0.5144 0.2806
C 0.767113 -0.930546 -0.631077 1.9131 2.6435 2.3634
H -1.582703 1.128727 1.304852 -0.6187 0.6856 -0.1981
H -0.816487 0.818489 2.806028 0.8582 -0.1952 0.1346
C -0.882067 0.467641 1.787315 -2.3155 -2.0674 -1.2834
H 0.168842 -2.880518 -1.379297 0.2457 0.8184 -0.4490
H -1.110479 -1.749587 -0.743811 1.7559 -1.3146 0.7391
C -0.002340 -2.118207 -0.602633 -3.5844 -1.5143 -0.0455
O -0.005667 0.372829 -0.562056 0.8466 0.1421 0.6094
```
Forces are in eV/Å.


This record from OMol25 describes a cluster of 2 separate species, C5H11O2 in total at a distorted geometry. The level of theory is ωB97M-V/def2-TZVPD.

E_HOMO in eV: -3.867
Gap between HOMO and LUMO in eV: 7.792
Relative energy (zero: lowest compared OMol25 entry of this formula, charge and spin) in kcal per mole: 9.7
Charge: -1

XYZ file:
```
18
Properties=species:S:1:pos:R:3:forces:R:3
H 3.491209 0.401941 -1.214850 0.2108 0.7024 0.3665
C -0.508072 -1.604653 1.089348 0.1359 -0.6351 -1.4689
C 2.576828 0.815863 -1.645612 0.3120 -1.4478 -0.4469
O 0.190121 -0.910627 1.852686 -0.2157 -0.0087 0.2779
H 2.768915 1.718101 -2.218529 0.1465 0.1259 0.1145
C -1.887985 -1.055783 0.614077 -0.9838 0.2766 0.3695
H -2.693591 -1.717165 0.970976 0.2874 0.0098 0.2477
C 1.440129 0.900013 -0.649125 -1.1394 0.0681 0.3546
H 2.397330 -0.003643 -2.358376 -0.3921 0.4374 -0.2082
H -1.220356 0.909884 1.010541 -0.1156 0.2926 0.0465
O -0.213304 -2.689161 0.506786 -0.0097 0.3959 0.7128
H 0.634004 0.194542 -0.868463 0.2277 -0.1508 -0.1182
C -2.179012 0.392380 1.050887 0.5366 -0.5204 0.3188
H -1.978919 -1.199487 -0.459919 0.4169 0.2182 -0.2577
H -2.485167 0.375100 2.100683 0.0451 0.2002 -0.0334
H -2.929577 0.945357 0.484409 -0.0717 -0.2037 -0.2042
H 0.915436 1.859751 -0.652087 0.3312 0.1825 -0.0177
H 1.682011 0.667590 0.386566 0.2779 0.0567 -0.0535
```
Forces are in eV/Å.


This record from OMol25 describes a cluster of 2 separate species, C5H11O2 in total at a distorted geometry. The level of theory is ωB97M-V/def2-TZVPD.

E_HOMO in eV: -4.198
Gap between HOMO and LUMO in eV: 8.562
Relative energy (zero: lowest compared OMol25 entry of this formula, charge and spin) in kcal per mole: 11.6
Charge: -1

XYZ file:
```
18
Properties=species:S:1:pos:R:3:forces:R:3
H 0.491552 1.808915 2.261013 0.3574 0.0781 -0.1126
H 0.611084 1.151425 -0.217415 -0.0776 -0.6015 0.9977
C 0.855154 0.404823 0.600256 -0.7440 1.8501 -1.6669
H -3.003785 1.230365 -1.600153 -1.8292 0.4643 -1.0746
O -2.320512 0.487502 0.101334 -0.2744 0.1541 -0.9780
C 0.200912 0.816713 1.914538 -0.0473 -0.7802 0.6711
H 2.132932 -1.332718 -1.240894 -0.1172 -0.3749 -0.3362
C 0.405059 -0.925993 0.034640 0.3252 -2.1270 0.6844
C -2.149810 0.881212 -1.087403 2.7717 -0.1141 1.4057
H 0.587004 -2.304846 -1.665868 0.6998 0.0784 0.3254
O -1.051468 1.007547 -1.717409 -1.2573 -0.2382 0.2959
H -0.891489 0.848095 1.851156 0.2048 -0.3206 -0.2002
H 1.928571 0.533077 0.694711 0.5392 -0.6225 0.1232
H -0.698410 -0.997481 -0.060588 0.7589 0.5044 0.1694
H 0.681798 -1.718147 0.796316 -0.2207 0.4626 -0.5135
H 0.507979 0.084009 2.708416 -0.3521 0.5401 -0.4045
C 1.041352 -1.357066 -1.324409 -1.1905 1.0534 0.5843
H 0.672079 -0.617434 -2.048239 0.4534 -0.0065 0.0296
```
Forces are in eV/Å.


This record from OMol25 describes a cluster of 2 separate species, C5H11O2 in total at a distorted geometry. The level of theory is ωB97M-V/def2-TZVPD.

E_HOMO in eV: -3.892
Gap between HOMO and LUMO in eV: 7.769
Relative energy (zero: lowest compared OMol25 entry of this formula, charge and spin) in kcal per mole: 11.5
Charge: -1

XYZ file:
```
18
Properties=species:S:1:pos:R:3:forces:R:3
C 0.640171 0.390249 -2.838205 0.5085 -0.9353 1.1821
H 0.484979 -0.449320 -0.782103 0.0545 0.3553 0.0860
H 1.410518 -1.015290 3.152507 0.3519 0.1498 -0.5031
H -0.040337 0.898921 -3.507797 -0.0598 -0.0471 -0.1646
C -0.412561 -0.469742 2.234667 -1.3905 0.6183 -0.9897
C 0.976804 -0.105526 2.700817 0.6567 -0.7263 1.7518
H -1.220596 -0.120754 2.880892 0.2570 0.0916 0.4552
H 1.367860 1.103974 -2.445019 -0.0132 0.1333 -0.2407
H -0.752934 -0.035059 1.272633 0.5220 -0.2318 0.2930
H -0.612316 -1.538681 2.126981 0.4543 -0.0329 0.0051
O -1.680941 1.627608 -1.923613 0.3725 -0.1959 -0.2766
H 1.026237 0.545419 3.586486 -0.5149 0.2878 -0.3017
H 1.188171 -0.444182 -3.297374 0.0556 0.4310 -0.4131
H 1.693860 0.333062 2.012515 -0.2305 -0.2274 -0.4983
C -1.393648 0.600784 -1.277344 -0.5467 -0.2068 1.2363
H -0.506932 -1.217419 -1.950276 -0.1092 0.0634 -0.0365
C -0.132548 -0.230647 -1.654262 -0.5918 0.3388 -1.0150
O -2.035789 0.126603 -0.291504 0.2236 0.1341 -0.5702
```
Forces are in eV/Å.


This record from OMol25 describes a cluster of 2 separate species, C5H11O2 in total at a distorted geometry. The level of theory is ωB97M-V/def2-TZVPD.

E_HOMO in eV: -3.116
Gap between HOMO and LUMO in eV: 7.161
Relative energy (zero: lowest compared OMol25 entry of this formula, charge and spin) in kcal per mole: 34.4
Charge: -1

XYZ file:
```
18
Properties=species:S:1:pos:R:3:forces:R:3
H -1.760013 -1.921752 1.377738 0.4351 -0.2828 0.1907
H 2.246098 2.276167 -0.593067 -1.1117 -1.9681 -1.1134
H 3.300637 0.054547 -0.026883 -1.9450 0.2280 -0.1936
H 1.635866 0.117516 0.732739 0.0434 -0.3103 -0.0599
H 2.205796 -2.094191 -0.640665 0.6203 -0.7279 0.0501
C 2.141863 0.065479 -0.233902 2.5300 -0.1296 -0.0719
H -0.244585 -0.906670 1.652878 -0.2152 -0.5193 0.7719
H -1.841178 -0.572466 2.464688 -1.3815 1.4023 3.2744
H 2.137487 1.111221 -2.107195 -0.0227 0.5663 1.0004
O -1.265489 -0.226741 -0.652945 1.0603 -0.4148 -4.8460
H 0.665837 1.364133 -1.152846 0.8596 0.1110 0.3665
O -2.171106 1.102735 0.996678 0.0722 0.6490 -2.2988
C 1.777967 1.282655 -1.050699 0.2674 1.7945 -0.4058
H 0.704393 -1.275680 -1.033634 0.5175 -0.1560 0.4956
C -1.642388 0.120294 0.402069 -1.5388 -0.0378 8.3052
H 1.902060 -1.045976 -2.130854 1.0447 -0.1848 0.5346
C -1.337967 -0.968590 1.701021 1.5129 -0.7702 -5.3921
C 1.817252 -1.185639 -1.033950 -2.7483 0.7506 -0.6078
```
Forces are in eV/Å.